Entry 1:
The following is a DFT calculation (ωB97M-V/def2-TZVPD) of C31H33F6Ge2NO5S3Tc as an isolated structure.

## Properties
Frontier orbital gap (alpha / beta)   5.760 / 5.790 eV
Total energy   -208420.433 eV
ΔE to the lowest compared entry with this formula, charge and spin   0.0 kcal per mole
Highest occupied orbital energy (alpha / beta)   -15.469 / -15.469 eV
Charge   +3

Last column: Mulliken charge in e.
CARTESIAN COORDINATES (ANGSTROEM)
Tc 0.46 0.06 -0.05  0.855
F 1.57 -0.56 -4.76  -0.159
C 1.53 0.60 -4.14  0.627
F 0.35 1.16 -4.26  -0.170
F 2.48 1.40 -4.55  -0.145
S 1.83 0.27 -2.32  1.113
O 1.38 1.47 -1.59  -0.658
O 3.13 -0.26 -2.12  -0.431
N 0.57 -0.75 -1.87  -0.676
S 0.34 -2.33 -1.40  1.266
O -0.70 -2.96 -2.11  -0.493
O 0.18 -2.11 0.06  -0.533
C 1.94 -3.28 -1.69  0.513
F 2.77 -3.00 -0.71  -0.076
F 2.42 -2.88 -2.85  -0.156
F 1.63 -4.55 -1.71  -0.164
O 1.72 0.11 1.40  -0.305
S 1.51 -0.61 2.82  0.628
C 2.56 -2.08 2.74  -1.295
C 4.04 -1.87 2.66  0.475
C 4.83 -2.25 3.75  -0.473
C 6.21 -2.10 3.69  -0.762
C 6.80 -1.57 2.56  -0.445
C 6.02 -1.19 1.47  -1.041
C 4.64 -1.34 1.52  0.412
C 2.37 0.54 3.97  -1.369
C 3.36 1.48 3.35  -0.064
C 2.90 2.58 2.63  0.509
C 3.80 3.49 2.10  -0.837
C 5.17 3.30 2.29  -0.603
C 5.62 2.21 3.01  -0.807
C 4.72 1.29 3.54  -0.434
H 2.14 -2.62 1.89  0.276
H 2.27 -2.62 3.64  0.678
H 4.37 -2.68 4.63  0.435
H 6.82 -2.41 4.53  0.442
H 7.88 -1.46 2.51  0.468
H 6.48 -0.78 0.59  0.470
H 4.04 -1.05 0.67  0.307
H 2.85 -0.14 4.69  0.636
H 1.55 1.05 4.46  0.620
H 1.84 2.75 2.52  0.364
H 3.45 4.35 1.55  0.472
H 5.87 4.01 1.88  0.437
H 6.68 2.07 3.18  0.468
H 5.08 0.45 4.10  0.646
C -4.99 2.53 -3.49  -0.962
Ge -4.76 3.98 -2.26  0.353
C -3.20 5.08 -2.42  -0.967
C -6.12 4.39 -0.99  -0.976
Ge -1.55 0.58 1.18  0.293
C -1.37 1.87 2.57  0.752
C -0.80 3.12 2.33  -0.477
C -0.67 4.03 3.37  -0.453
C -1.06 3.67 4.65  -0.533
C -1.61 2.42 4.90  -0.765
C -1.79 1.52 3.86  -0.276
C -3.19 -0.39 1.04  0.570
C -4.38 0.27 0.74  -0.338
C -5.56 -0.46 0.65  -0.635
C -5.55 -1.83 0.88  -0.537
C -4.36 -2.48 1.19  -0.761
C -3.18 -1.77 1.26  -0.204
H -4.65 2.81 -4.48  0.413
H -6.03 2.21 -3.52  0.388
H -4.39 1.68 -3.16  0.384
H -3.20 5.51 -3.42  0.423
H -2.30 4.47 -2.34  0.361
H -3.19 5.87 -1.68  0.378
H -6.82 5.06 -1.50  0.459
H -5.72 4.91 -0.12  0.394
H -6.68 3.50 -0.70  0.353
H -0.45 3.39 1.34  0.314
H -0.24 5.01 3.19  0.469
H -0.95 4.38 5.47  0.449
H -1.93 2.15 5.90  0.473
H -2.26 0.56 4.05  0.502
H -4.41 1.35 0.62  0.484
H -6.49 0.04 0.43  0.418
H -6.47 -2.39 0.83  0.428
H -4.36 -3.55 1.37  0.440
H -2.25 -2.29 1.47  0.371

=====

Entry 2:
The following is a DFT calculation (ωB97M-V/def2-TZVPD) of C14H26NO2PSiV as an isolated structure at a distorted geometry.

## Properties
Frontier orbital gap (alpha / beta)   6.352 / 6.296 eV
Total energy   -63374.609 eV
ΔE to the lowest compared entry with this formula, charge and spin   55.8 kcal per mole
Highest occupied orbital energy (alpha / beta)   -6.346 / -6.358 eV
Spin multiplicity   2

Last column: natural (NBO) charge in e.
CARTESIAN COORDINATES (ANGSTROEM)
V 0.20 0.19 0.28  0.181
Si -0.70 1.63 2.01  0.468
P -0.38 1.70 -1.83  1.271
N 1.89 0.44 0.40  -0.651
H -0.80 0.32 -1.43  -0.030
C -0.18 1.44 -3.60  -0.970
H -0.27 2.40 -4.10  0.251
H -0.95 0.74 -3.96  0.254
H 0.81 1.00 -3.78  0.269
C -1.88 2.66 -1.56  -0.956
H -1.95 3.40 -2.36  0.240
H -1.83 3.17 -0.58  0.284
H -2.75 2.00 -1.57  0.253
C 1.00 2.75 -1.34  -0.952
H 1.00 3.64 -2.00  0.227
H 1.96 2.24 -1.47  0.280
H 0.93 3.09 -0.30  0.294
C -2.56 1.84 2.28  -1.065
H -3.01 0.87 2.51  0.222
H -3.05 2.24 1.38  0.202
H -2.74 2.52 3.12  0.225
H -0.24 1.25 3.37  -0.167
H -0.28 3.06 1.80  -0.215
C 3.16 0.67 0.74  0.137
C 5.55 0.25 0.46  -0.205
C 4.23 -0.05 0.12  -0.251
C 3.48 1.66 1.72  -0.256
C 4.80 1.94 2.03  -0.193
C 5.84 1.24 1.41  -0.263
H 6.36 -0.30 -0.02  0.206
H 3.98 -0.81 -0.62  0.212
H 2.64 2.20 2.19  0.220
H 5.02 2.71 2.77  0.207
H 6.88 1.46 1.68  0.207
C -3.18 -0.85 -0.54  0.637
O -2.37 -0.17 0.12  -0.565
C -2.85 -2.20 -1.11  -0.743
H -3.68 -2.56 -1.74  0.219
H -2.71 -2.91 -0.29  0.272
H -1.93 -2.18 -1.72  0.258
C -4.61 -0.42 -0.65  -0.724
H -4.96 -0.49 -1.69  0.231
H -4.72 0.60 -0.28  0.240
H -5.22 -1.10 -0.05  0.253
O -0.27 -2.71 0.94  -0.512
C -0.08 -1.59 0.65  0.497